99
Properties=species:S:1:pos:R:3:mulliken_charge:R:1 method="wB97M-V/def2-TZVPD" total_charge=+1 e_tot_ha=-4140.2502 relative_energy_kj_mol=346.9
Zr -0.0171 -1.5501 -1.1332 0.223
O 1.6279 -4.1182 0.7631 -0.766
S 1.2937 -2.6978 0.8963 1.388
C 2.8625 -1.8918 1.2394 -0.106
C 3.9089 -2.7163 1.6319 -0.526
C 5.1702 -2.1687 1.7957 -0.919
C 5.3826 -0.8166 1.5515 -0.933
C 4.3344 -0.0076 1.1482 -0.270
C 3.0599 -0.5422 0.9746 -0.331
P 1.5996 0.4914 0.6399 2.830
C 1.6232 1.3868 2.2463 1.160
C 1.6723 0.6130 3.4082 -0.688
C 1.8001 1.2105 4.6489 -0.587
C 1.8752 2.5941 4.7519 -0.803
C 1.8251 3.3680 3.6052 -0.706
C 1.7039 2.7696 2.3555 -0.766
C 2.0833 1.7069 -0.6146 0.085
C 1.2374 2.7970 -0.8393 -0.310
C 1.5092 3.6943 -1.8595 -0.962
C 2.6099 3.4963 -2.6832 -0.781
C 3.4279 2.3916 -2.4932 -0.842
C 3.1687 1.4969 -1.4635 -0.905
C 0.2965 -2.5518 2.3844 -0.154
C 0.8014 -3.2614 3.4663 -0.435
C 0.0327 -3.4331 4.6029 -1.052
C -1.2561 -2.9219 4.6352 -0.819
C -1.7529 -2.2158 3.5515 -0.388
C -0.9872 -1.9983 2.4058 0.240
P -1.6924 -0.9345 1.0761 2.123
C -1.7054 0.7080 1.9078 0.787
C -2.1921 1.8028 1.1908 -0.850
C -2.2868 3.0576 1.7713 -0.727
C -1.9117 3.2398 3.0956 -0.862
C -1.4475 2.1579 3.8250 -0.896
C -1.3411 0.9050 3.2350 0.014
C -3.4957 -1.2794 1.0728 0.820
C -4.0768 -2.1759 0.1770 -0.333
C -5.4477 -2.3842 0.1781 -0.804
C -6.2609 -1.6974 1.0665 -0.683
C -5.6957 -0.7953 1.9562 -0.869
C -4.3258 -0.5855 1.9579 -0.072
H 3.7343 -3.7754 1.7631 0.599
H 5.9929 -2.8015 2.0997 0.452
H 6.3705 -0.3934 1.6746 0.445
H 4.5006 1.0481 0.9724 0.572
H 1.6301 -0.4683 3.3507 0.245
H 1.8497 0.5932 5.5367 0.457
H 1.9832 3.0625 5.7213 0.405
H 1.8960 4.4458 3.6723 0.482
H 1.7054 3.3981 1.4780 0.512
H 0.3595 2.9435 -0.2187 0.416
H 0.8581 4.5445 -2.0156 0.452
H 2.8226 4.1967 -3.4800 0.429
H 4.2764 2.2254 -3.1440 0.473
H 3.8128 0.6374 -1.3271 0.467
H 1.7822 -3.7145 3.3969 0.498
H 0.4270 -3.9872 5.4436 0.468
H -1.8830 -3.0782 5.5027 0.459
H -2.7626 -1.8299 3.5948 0.510
H -2.5556 1.6779 0.1838 0.288
H -2.6770 3.8870 1.1949 0.491
H -1.9957 4.2148 3.5571 0.386
H -1.1631 2.2813 4.8610 0.487
H -0.9773 0.0807 3.8333 0.189
H -3.4645 -2.7096 -0.5292 0.023
H -5.8780 -3.0863 -0.5239 0.475
H -7.3307 -1.8591 1.0635 0.422
H -6.3206 -0.2489 2.6500 0.452
H -3.9098 0.1385 2.6473 0.456
C 1.0942 1.5773 -5.7608 -1.450
C 0.9492 0.1704 -5.1663 1.140
C 0.9613 -0.8789 -6.2715 -1.960
C -0.2880 0.1308 -4.2988 0.222
C -1.5211 -0.3076 -4.7652 -0.386
C -2.6635 -0.2061 -3.9865 -1.203
C -2.6362 0.3419 -2.7081 1.228
C -3.9231 0.6268 -1.9852 -1.202
C -1.3840 0.7244 -2.2049 -0.596
C -0.2322 0.6141 -2.9911 -0.082
H 2.0039 1.6442 -6.3592 0.438
H 1.1371 2.3381 -4.9808 0.272
H 0.2453 1.8051 -6.4091 0.380
H 1.8061 -0.0073 -4.5108 0.183
H 0.2264 -0.6446 -7.0445 0.444
H 0.7542 -1.8786 -5.8878 0.385
H 1.9393 -0.8975 -6.7515 0.406
H -1.6049 -0.7175 -5.7623 0.389
H -3.6122 -0.5298 -4.3972 0.410
H -3.8715 0.4059 -0.9221 0.101
H -4.7382 0.0366 -2.4012 0.372
H -4.1878 1.6811 -2.0979 0.385
H -1.2984 1.2094 -1.2413 0.291
H 0.7153 0.9873 -2.6111 0.159
O 2.0635 -4.0643 -2.6336 -0.607
Cl 1.8653 -2.7235 -3.0041 1.847
O 2.6769 -2.2987 -4.0728 -0.565
O 2.1051 -1.8258 -1.7981 -0.584
O 0.4355 -2.4347 -3.2479 -0.734
S -1.1139 -3.4457 -0.8137 -0.214